Formula: C3H7N3OS
Source: the Open Molecules 2025 dataset
Level of theory: the ωB97M-V functional and the def2-TZVPD basis

Geometry as XYZ:
```
15
Properties=species:S:1:pos:R:3:forces:R:3
C 0.607 0.480 0.131 0.191 0.402 -0.125
C -1.616 -0.515 -0.264 -2.542 0.067 0.504
C -2.981 -0.375 -0.201 2.048 -1.344 -0.629
H 3.407 -1.414 0.442 -0.589 0.107 -0.385
H 0.559 -1.175 1.264 0.140 -0.350 -0.183
H -1.112 1.461 -0.088 -0.120 -0.088 0.145
H -1.157 -1.464 -0.552 -0.066 0.284 0.365
H -3.574 -1.283 -0.348 0.078 0.636 -0.217
H -3.459 0.582 -0.065 -0.048 0.000 0.327
H 2.860 2.389 -0.302 -0.066 -0.249 -0.010
N 1.178 -0.680 0.640 0.124 0.271 -0.369
N -0.783 0.523 0.097 0.600 0.592 -0.020
N 1.197 1.555 -0.236 -0.005 -0.280 -0.538
O 2.597 1.465 -0.192 -0.062 0.206 0.502
S 2.278 -1.548 -0.326 0.318 -0.253 0.634
```
Forces are in eV/Å.

Total energy ... -20574.69179 eV
Energy relative to the best compared isomer or geometry (same formula, charge and spin) ... 336.9 kJ/mol

Here are the Löwdin charges for atoms 1 to 5, given in e:
1 C -0.512
2 C -0.209
3 C -0.004
4 H -0.123
5 H 0.085

***

Formula: C3H7N3S
Source: the Open Molecules 2025 dataset
Level of theory: the ωB97M-V functional and the def2-TZVPD basis

Geometry as XYZ:
```
14
Properties=species:S:1:pos:R:3:forces:R:3
C -0.591 1.279 -2.304 0.032 1.218 0.175
C -0.063 1.424 -0.840 1.943 1.980 -2.549
C 0.058 -1.423 0.648 0.666 1.379 1.461
H 0.092 0.324 -3.001 -2.963 2.914 2.453
H -0.300 2.464 -2.863 -1.232 -3.958 1.693
H -1.842 1.258 -1.935 3.425 -0.436 -2.392
H 0.342 2.383 -0.588 -0.773 1.265 -0.101
H 0.008 -2.457 0.461 -0.316 -1.270 0.250
H 0.784 0.020 2.017 -3.425 -2.625 -0.925
H -0.175 -2.484 3.679 2.188 0.840 -0.652
N 0.418 0.645 0.010 -0.322 -1.294 0.314
N 0.216 -0.666 -0.341 -0.097 -0.695 -0.948
N 0.045 -0.914 1.983 3.547 2.638 -0.031
S 1.007 -1.852 3.075 -2.673 -1.956 1.254
```
Forces are in eV/Å.

Total energy ... -18524.37786 eV
Energy relative to the best compared isomer or geometry (same formula, charge and spin) ... 587.9 kJ/mol

Here are the Löwdin charges for atoms 1 to 5, given in e:
1 C -0.141
2 C -0.307
3 C -0.322
4 H 0.157
5 H 0.128

***

Formula: C3H7N3S
Source: the Open Molecules 2025 dataset
Level of theory: the ωB97M-V functional and the def2-TZVPD basis

Geometry as XYZ:
```
14
Properties=species:S:1:pos:R:3:forces:R:3
C -0.234 -1.460 -0.606 0.322 -2.212 -0.699
C 1.023 1.643 -0.700 0.455 1.219 -0.756
C -0.725 0.075 1.265 -5.621 -2.789 -2.502
H 0.743 -1.817 -0.916 0.042 -0.977 -0.306
H -0.678 -2.218 0.185 0.094 0.981 -2.717
H -0.655 -1.083 -1.587 -0.835 -0.900 1.226
H 1.895 0.363 0.509 1.584 -0.580 0.420
H 0.036 1.926 -0.916 -1.694 -0.164 -0.444
H -0.398 0.757 2.002 1.070 0.617 0.380
H -2.259 -0.848 0.552 -0.247 -0.272 -0.520
N 0.140 -0.454 0.239 -2.080 4.140 5.104
N 1.088 0.440 -0.045 3.343 2.523 -1.580
N -2.043 -0.209 1.298 4.421 1.085 0.862
S 2.067 2.886 -1.278 -0.853 -2.671 1.533
```
Forces are in eV/Å.

Total energy ... -18526.53705 eV
Energy relative to the best compared isomer or geometry (same formula, charge and spin) ... 379.5 kJ/mol

Here are the Löwdin charges for atoms 1 to 5, given in e:
1 C -0.090
2 C -0.632
3 C -0.159
4 H 0.086
5 H 0.153

***

Formula: C3H7N3S
Source: the Open Molecules 2025 dataset
Level of theory: the ωB97M-V functional and the def2-TZVPD basis

Geometry as XYZ:
```
14
Properties=species:S:1:pos:R:3:forces:R:3
C 0.377 1.247 0.933 -1.233 -1.689 0.062
C -1.000 0.887 0.257 1.534 0.740 -0.241
C -0.132 -2.361 -1.711 0.286 0.310 0.539
H 0.873 -0.764 0.922 -0.068 0.799 0.275
H 2.066 0.291 1.530 -0.965 0.023 0.014
H 0.116 3.083 0.857 1.293 -0.701 0.681
H -1.536 0.154 0.850 -0.266 0.258 0.254
H -1.538 1.836 0.059 0.007 -0.720 0.267
H 0.134 -2.137 -2.758 -0.242 -0.116 0.378
H 0.087 -3.356 -1.302 -0.277 0.254 -0.370
N 1.058 0.140 1.374 1.109 -1.237 -0.425
N 0.827 2.385 1.224 -1.452 2.194 -1.044
N -0.550 -1.496 -0.869 0.383 -0.547 -0.268
S -0.782 0.092 -1.367 -0.109 0.433 -0.120
```
Forces are in eV/Å.

Total energy ... -18529.03275 eV
Energy relative to the best compared isomer or geometry (same formula, charge and spin) ... 138.7 kJ/mol

Here are the Löwdin charges for atoms 1 to 5, given in e:
1 C -0.599
2 C -0.392
3 C -0.159
4 H 0.068
5 H 0.108

***

In the order shown, the computed E_LUMO values come out to 0.0277 0.0239 0.0062 0.0253 hartree.